ORCA calculation (ωB97M-V/def2-TZVPD) on a cluster of 2 separate species, C16H22N4O5 in total.

```
! RIJCOSX wB97M-V def2-TZVPD def2/J DEFGRID3
* xyz 0 1
C -3.98287 4.06958 -0.37600
O -2.79248 3.26809 -0.41759
C -1.69843 4.06639 -0.54684
O -1.79196 5.28405 -0.62561
C -0.44183 3.30669 -0.56780
C 0.83612 4.02807 -0.53557
O 0.95815 5.24258 -0.61854
O 1.91302 3.20796 -0.39406
C 3.11591 3.99092 -0.35843
N -0.47300 1.94152 -0.56144
N -0.49758 0.79080 -0.57373
H -4.79335 3.37232 -0.16649
H -3.90284 4.84007 0.40354
H -4.13313 4.57564 -1.34039
H 3.91724 3.28724 -0.13485
H 3.27907 4.48045 -1.32940
H 3.04288 4.77520 0.40795
C 3.77560 -3.25853 0.79906
C 3.20890 -1.87287 0.61070
N 1.78709 -1.72708 0.94476
C 1.47203 -1.34055 2.32080
C 1.17431 0.13870 2.47613
C 0.86326 -2.32380 0.09730
C -0.51424 -2.00878 0.28142
N -1.51583 -2.42971 -0.57894
C -1.34354 -3.48122 -1.45305
C -2.37910 -3.92399 -2.24926
C -3.62960 -3.31443 -2.19189
C -3.79971 -2.25756 -1.29222
C -2.75947 -1.83190 -0.49997
O 1.30080 -3.07937 -0.80504
H 4.82033 -3.26889 0.47940
H 3.72796 -3.55569 1.84993
H 3.21492 -3.96323 0.18317
H 3.73089 -1.16279 1.26043
H 3.34032 -1.57433 -0.43681
H 0.61433 -1.93154 2.67041
H 2.34664 -1.60615 2.93170
H 0.92623 0.34341 3.52109
H 2.05040 0.73325 2.19752
H 0.33876 0.44507 1.84249
H -0.79368 -1.21596 0.96788
H -0.34987 -3.89622 -1.47630
H -2.16107 -4.75491 -2.91209
H -4.44430 -3.64582 -2.82658
H -4.75101 -1.74329 -1.19197
H -2.80627 -1.01937 0.21521
*
```

=====

ORCA calculation (ωB97M-V/def2-TZVPD) on a structure of composition C16H22N9O3RuS2.

Summary:
* <S²>: 8.808

```
! RIJCOSX wB97M-V def2-TZVPD def2/J DEFGRID3
* xyz 2 6
Ru -1.37614 0.51851 -0.70881
N -1.53490 2.62945 -0.14184
N -0.48752 3.39955 -0.66311
C 0.44243 2.81392 -1.43126
N 1.43032 3.53483 -1.92706
N 0.30706 1.46873 -1.48970
N 1.15496 0.64021 -2.33655
O 0.87215 -0.52919 -2.19678
O 1.98421 1.09996 -3.11732
H -2.38841 2.87747 -0.61166
H -1.57833 2.71640 0.88703
H -0.54678 4.44568 -0.60581
H 1.34250 4.53282 -1.89612
H 2.03452 3.09525 -2.61039
S -1.79364 -1.64875 -0.73295
C -0.48951 -2.19712 0.34879
N 0.21630 -3.27115 0.27154
N 1.12574 -3.43427 1.24724
C 2.44148 -3.64602 1.08167
C 3.28183 -3.83528 2.18552
C 4.62000 -4.08228 2.01501
C 5.17518 -3.99961 0.70435
C 4.42332 -3.59900 -0.40303
C 3.04877 -3.57476 -0.18886
N -0.19066 -1.23331 1.30155
N -0.71698 -0.06674 1.08562
C -0.48111 0.76390 2.24995
C -1.53235 1.55734 2.76742
C -1.38352 1.97840 4.06344
C -0.20055 1.87910 4.77290
C 0.87597 1.25937 4.12179
C 0.73436 0.62098 2.88362
H 0.82658 -3.21998 2.20158
H 2.89691 -3.78214 3.20373
H 5.18744 -4.37325 2.84992
H 6.22074 -4.17211 0.61449
H 4.85869 -3.29729 -1.33170
H 2.33588 -3.46239 -1.03271
H -2.50725 1.63973 2.24523
H -2.28062 2.35266 4.55033
H -0.11008 2.25226 5.80551
H 1.75443 1.06764 4.70685
H 1.45380 -0.05738 2.45029
C -3.94321 -0.43416 -3.34925
S -3.90483 1.28153 -2.83542
C -4.69572 1.95512 -4.34091
O -2.45940 1.65026 -2.54432
H -3.33834 -1.03398 -2.59659
H -3.55488 -0.66539 -4.37130
H -4.97639 -0.77391 -3.30886
H -5.79995 1.84270 -4.21184
H -4.27551 1.44811 -5.22100
H -4.49898 3.06763 -4.41023
*
```

=====

ORCA calculation (ωB97M-V/def2-TZVPD) on an isolated molecule of C16H22O6.

```
! RIJCOSX wB97M-V def2-TZVPD def2/J DEFGRID3
* xyz 0 1
C -6.11930 -0.17796 1.03599
C -4.87562 0.38208 1.53844
O -4.77366 0.84852 2.54592
C -3.61747 0.25683 0.62479
C -3.65509 -0.09730 -0.57310
C -2.46272 -0.41982 -1.39686
C -1.18954 -0.09606 -0.85557
C -1.16630 0.63154 0.23821
C -2.26914 0.70322 1.01587
O 0.10347 0.76006 0.50290
C 0.35035 1.52600 1.80817
C 1.72193 1.71467 2.06737
O 2.45683 0.89177 2.80769
C 2.90832 -0.45996 2.12808
C 4.06879 -0.05915 1.37408
O 3.68371 0.60380 -0.13586
C 3.77978 -0.38160 -1.17567
C 2.63167 -1.36812 -1.26141
O 2.22604 -1.73106 -2.60766
C 1.50820 -0.95489 -3.29657
C -0.05299 -0.59006 -3.14038
O -0.22772 0.02054 -1.73461
H -6.22146 0.19779 0.10038
H -6.71413 0.04141 1.80513
H -5.95716 -1.14048 0.88607
H -4.67172 -0.75126 -0.95107
H -2.52733 -0.93168 -2.59122
H -2.31207 1.03564 2.13264
H -0.05907 0.97624 2.89310
H -0.30730 2.36766 1.95010
H 1.83462 2.83427 2.68843
H 2.20936 1.69463 1.22519
H 2.04811 -0.67979 1.50003
H 3.01031 -1.22209 2.62919
H 4.66501 -1.06404 1.09813
H 4.76814 0.67741 1.86988
H 3.76097 0.52350 -2.04600
H 4.64491 -0.87545 -1.27910
H 2.68745 -2.07661 -0.74015
H 1.71584 -0.51594 -0.81364
H 1.91399 0.16115 -3.19464
H 1.51513 -1.19491 -4.25766
H -0.35103 -1.72144 -2.54719
H -0.68213 -0.33907 -3.86743
*
```

=====

For the records above, the corresponding DFT total energy values read -1218.01629, -2231.81727, -1073.69201 hartree.
For the records above, the corresponding energy relative to the best compared isomer or geometry (same formula, charge and spin) values read 118.6, 15.8, 414.1 kcal per mole.
For the records above, the corresponding molecular weight values read 350.37, 553.62, 310.35 g/mol.